1.
Below is a cluster of 8 separate species, C19H20Cl3O19 in total, with properties calculated with ωB97M-V with the def2-TZVPD basis set.

XYZ file:
```
61
Properties=species:S:1:pos:R:3:forces:R:3
Cl -2.0574 0.3428 0.1074 -1.563 -0.431 1.890
Cl -2.4561 4.4032 1.2589 -0.137 -0.151 0.039
Cl -5.1435 4.4177 2.4110 0.550 -0.900 -0.280
O 0.3600 2.8973 2.1628 -0.233 0.627 -0.077
O -1.7421 -1.5690 3.3521 0.210 -0.997 1.142
O 4.6930 1.8316 -4.5704 -3.943 -1.788 0.332
O -2.9965 1.8373 -3.4605 -0.319 0.310 -0.493
O 3.6571 4.0054 -0.9705 0.088 -1.648 1.485
O -3.3629 -2.8128 1.5315 1.915 -1.263 1.796
O -1.6480 -6.9824 3.0216 -0.862 0.710 -0.873
O -1.7448 0.6639 1.4822 -0.515 -0.077 1.033
O 1.2632 0.7327 -1.4798 0.693 0.307 -1.740
O -0.7577 -5.7214 5.3782 0.054 -0.675 -1.166
O 1.2493 -2.2240 1.6582 0.089 -0.502 0.066
O -3.5021 0.1949 -0.0578 0.916 -0.591 0.166
O 5.4540 2.2510 0.4115 -1.148 -0.167 -0.093
O 1.7903 0.5693 2.8199 0.813 1.958 -0.915
O -0.2578 -0.6026 -3.6343 3.733 2.377 0.735
O -1.6404 1.4049 -0.6785 1.047 3.246 -2.585
O 3.1287 0.6502 -6.6058 -0.657 0.039 0.101
O -1.2932 -0.7865 -0.2506 0.236 -2.096 -0.442
O -3.4065 -1.2880 -2.9541 0.108 -0.313 -0.326
C 2.6294 0.7605 -5.3490 1.019 -0.122 -0.947
C 1.7008 0.7609 -2.7850 -0.706 -0.671 3.543
C -1.1904 -3.6565 4.3276 0.619 0.896 0.255
C 1.5388 2.6437 1.6230 -0.327 -0.245 0.749
C 3.6995 1.3990 1.6546 -0.937 0.690 -0.670
C 0.8250 0.0374 -3.7645 -1.890 -0.624 -2.238
C 4.0982 2.2495 0.6734 3.110 -1.143 0.742
C -1.1703 -5.1099 4.4115 -1.684 2.810 -0.607
C -2.6594 -3.5070 2.2943 -2.212 0.452 -1.072
C 3.5378 1.3411 -4.3238 2.344 1.395 0.529
C -1.8795 -2.8979 3.4249 1.268 0.360 -0.055
C 1.4272 0.2390 -5.0892 -0.060 -0.741 -0.919
C 2.3149 1.4572 2.1316 -0.599 -1.816 -0.094
C 2.9174 1.2881 -3.0030 0.649 0.041 -0.502
C -1.8467 -5.6195 3.1639 0.516 -3.289 -0.548
C 2.0436 3.4957 0.7340 0.473 0.909 -1.989
C -3.8222 3.3731 1.7317 0.227 0.030 -0.232
C 3.2974 3.2966 -0.0230 -1.429 1.126 1.151
C -2.5573 -4.9618 2.2120 1.143 -0.214 0.967
H -2.8775 -5.4983 1.3311 -0.241 0.057 0.071
H -2.2935 -1.2113 2.6523 -0.329 0.288 -0.714
H -2.4167 1.1282 -3.7382 0.228 -0.309 0.095
H 3.8956 1.2166 -6.7188 0.417 0.206 0.350
H 5.6230 2.9741 -0.1970 0.076 0.242 -0.496
H -3.9065 -0.7296 -3.5495 -0.146 0.211 -0.109
H 0.3248 0.5417 -1.5470 -0.907 -0.333 0.635
H 3.4908 1.6595 -2.1666 -0.125 0.131 -0.012
H 1.4689 4.3344 0.3698 -0.343 -0.013 0.149
H 0.5816 -1.6511 1.2813 -0.374 0.270 -0.160
H -0.8746 -7.2953 3.4966 0.037 0.299 0.556
H -3.4499 2.6169 2.4228 -0.272 0.478 0.385
H -3.0465 1.7477 -2.5088 0.182 -0.077 0.438
H 2.0727 -1.7555 1.5213 0.125 0.173 0.060
H -4.1390 2.8105 0.8534 -0.368 0.468 0.025
H -3.7030 -1.0332 -2.0804 0.001 0.143 0.511
H -0.1094 2.1216 2.4783 0.039 -0.743 0.135
H -0.4474 -3.2341 4.9878 -0.329 0.680 0.228
H 4.3196 0.6437 2.1146 0.340 0.184 -0.180
H 0.9960 -0.1911 -5.9810 -0.611 -0.171 0.174
```
Forces are in eV/Å.

Output
Electronic energy ... -96488.973 eV
Lowest unoccupied orbital energy ... 0.0 eV
E_HOMO ... -0.265 Ha
Charge ... -1
Gap between HOMO and LUMO ... 0.2656 hartree

2.
Below is a structure of composition C7H15ClI2N2OPSSc, with properties calculated with ωB97M-V with the def2-TZVPD basis set.

XYZ file:
```
31
Properties=species:S:1:pos:R:3:forces:R:3
I -4.7247 -1.4732 2.2497 1.519 1.673 -0.270
I -2.6202 0.7261 1.8430 -1.414 -1.291 0.556
Sc 0.3196 -0.2003 0.1372 2.475 0.240 -1.401
Cl 2.0877 -1.7841 -0.3650 -1.314 1.129 0.210
S 0.8877 2.1949 0.8342 -0.241 -0.968 0.353
P -1.1574 0.3179 -1.9373 -0.886 -0.059 -0.138
O -1.8501 -2.5390 0.8111 2.724 3.995 -0.654
N 1.0616 -0.1627 2.3057 0.282 1.394 -1.015
N 2.9727 0.8979 1.9221 -0.389 0.369 -0.694
C -2.9741 0.4522 -1.8435 -0.184 0.310 0.785
C 1.6722 0.9837 1.7636 0.990 0.580 0.799
C -1.1891 -1.5949 0.6611 -4.150 -6.232 0.968
C -0.8483 -0.8468 -3.2814 0.514 -0.475 0.201
C 2.0733 -0.9368 3.0687 -0.940 -0.593 0.494
C -0.6067 1.9181 -2.5921 0.228 -0.039 0.201
C 3.4019 -0.3682 2.5356 0.206 0.113 0.039
H -0.9256 2.7600 -1.9742 -0.369 -0.133 -0.144
H 3.5724 1.5566 1.3995 -0.220 -0.640 0.614
H 3.7671 -1.0399 1.7689 0.241 0.031 -0.264
H 0.1416 -0.0026 2.6799 -0.312 0.199 0.822
H -1.1241 -0.3529 -4.2119 0.159 -0.212 -0.174
H -1.4206 -1.7674 -3.1557 -0.237 0.171 0.027
H -3.4305 -0.5104 -1.5863 0.162 -0.057 -0.511
H 4.2164 -0.1337 3.2213 -0.381 -0.409 0.375
H -1.0530 1.9301 -3.5918 0.328 0.541 0.044
H -3.3784 0.8776 -2.7769 0.069 -0.278 0.392
H 1.8301 -0.7953 4.1325 0.591 0.083 -0.258
H 0.2017 -1.1805 -3.2618 -0.236 0.400 -0.326
H 1.8641 -1.9862 2.8161 0.749 0.251 0.175
H -3.2544 1.0684 -0.9667 0.209 0.115 -0.783
H 0.4871 1.9914 -2.6056 -0.175 -0.210 -0.423
```
Forces are in eV/Å.

Output
Electronic energy ... -82065.689 eV
Energy relative to the best compared isomer or geometry (same formula, charge and spin) ... 8.60 kcal/mol
Lowest unoccupied orbital energy (alpha / beta) ... -9.5 / -9.5 eV
E_HOMO (alpha / beta) ... -0.593 / -0.593 Ha
Charge ... +2
Gap between HOMO and LUMO (alpha / beta) ... 0.2426 / 0.2425 hartree

3.
Below is a structure of composition C12H26O10Zn, with properties calculated with ωB97M-V with the def2-TZVPD basis set.

XYZ file:
```
49
Properties=species:S:1:pos:R:3:forces:R:3
Zn -0.2950 -0.3346 0.2125 -1.289 1.264 0.560
O -1.6018 -1.7745 -0.6182 1.061 0.030 0.288
O -2.4923 -3.5798 -1.6840 -0.387 0.595 -0.198
O 1.8631 2.9539 2.1339 0.376 0.110 -0.203
O 0.4096 -1.3391 1.8801 2.127 -1.056 2.165
O 2.7873 2.6674 0.2067 -0.501 -0.447 0.067
O -3.7837 -1.8988 -1.2346 1.959 -2.056 -1.153
O 1.0870 1.2345 0.8545 2.170 2.185 0.545
O -0.6657 1.0581 -1.6834 0.249 -0.330 -1.264
O -1.8214 0.4102 1.1318 -0.210 0.124 0.249
O 1.0430 -1.1314 -0.8668 1.065 -0.661 -0.824
C 2.8426 2.1873 -1.1645 -0.604 -0.061 -0.027
C -1.1488 2.6559 -3.3394 -0.153 0.094 0.019
C 1.0386 -1.4506 2.9629 -1.855 1.154 -1.072
C -1.3039 -4.3687 -1.8642 0.103 0.126 0.626
C -4.1007 -0.6334 -0.7902 -1.064 1.963 1.794
C -0.4309 1.4277 -2.8359 0.600 0.824 1.162
C -2.5068 -2.3714 -1.1190 -2.498 -0.361 -1.070
C 1.8705 2.1928 1.0647 -1.589 -1.453 -1.402
C 0.2804 -0.9865 4.1908 -0.143 0.280 0.501
C 2.4704 -1.9111 3.0919 -1.119 -0.369 -1.004
C 1.1002 2.5827 3.2752 -0.396 -0.423 0.822
C 0.7667 0.9124 -3.6471 -1.360 -0.375 0.349
H -0.3451 -1.7551 4.6447 0.028 -0.413 -0.357
H 1.4252 1.7556 -3.8555 0.170 -0.169 0.131
H 0.8740 3.4722 3.8633 0.136 0.146 -0.441
H -0.5630 -3.9110 -2.5197 -0.135 0.379 0.175
H -0.4337 3.4723 -3.4403 0.326 -0.079 -0.100
H 0.4303 0.5229 -4.6080 -0.064 0.077 -0.092
H 1.6983 1.9425 3.9236 0.125 -0.119 -0.148
H 1.8160 -1.3591 -1.4193 -0.468 0.282 0.464
H -1.8660 3.0073 -2.5977 -0.153 -0.325 -0.155
H 0.8665 -0.6219 5.0344 0.521 -0.106 -0.251
H -0.4094 -0.1868 3.9209 0.020 -0.114 -0.307
H -3.4726 0.2244 -1.0305 0.675 -0.566 -0.383
H -1.6020 2.5404 -4.3240 -0.053 -0.166 0.052
H 2.8596 -2.0170 2.0793 0.392 0.459 0.132
H -2.2873 1.0814 1.6674 0.844 -0.463 -0.612
H -4.1693 -0.6536 0.2974 0.134 0.116 0.089
H 1.8817 1.8180 -1.5226 -0.049 -0.079 0.566
H 1.2027 0.0858 -3.0862 0.322 0.286 -0.101
H 0.1685 2.0672 3.0424 0.118 0.077 -0.388
H -0.8977 -4.5626 -0.8715 0.282 -0.109 -0.189
H 3.0801 3.0339 -1.8087 0.294 0.088 0.411
H -5.0976 -0.3592 -1.1354 0.009 -0.499 -0.314
H -1.6133 -5.2999 -2.3386 -0.228 0.180 0.219
H 3.5805 1.3959 -1.2955 0.079 0.139 0.327
H 2.4491 -2.9401 3.4508 0.027 0.013 0.531
H 3.0163 -1.2567 3.7715 0.107 -0.195 -0.187
```
Forces are in eV/Å.

Output
Multiplicity ... 2
Electronic energy ... -81749.981 eV
Lowest unoccupied orbital energy (alpha / beta) ... -2.3 / -6.9 eV
E_HOMO (alpha / beta) ... -0.467 / -0.405 Ha
<S²> ... 0.760
Charge ... +1
Gap between HOMO and LUMO (alpha / beta) ... 0.3836 / 0.1516 hartree

4.
Below is a cluster of 2 separate species, C7H14N2 in total, with properties calculated with ωB97M-V with the def2-TZVPD basis set.

XYZ file:
```
23
Properties=species:S:1:pos:R:3:forces:R:3
N -2.4849 1.0098 0.3354 2.619 1.566 -0.330
N -0.3349 1.7756 0.3696 -3.500 -1.881 2.384
C -0.9110 1.9687 -0.8709 1.638 0.303 -0.236
C 0.9163 -1.6255 0.2873 3.213 0.797 3.749
C -1.3549 1.1908 1.1496 0.650 2.185 -7.161
C -2.2081 1.5891 -0.9798 -1.768 -1.535 2.070
C 0.3924 -2.2601 1.5814 1.748 -0.740 -0.710
C -0.0100 2.6425 -1.8581 0.875 -0.054 -1.760
C 2.3906 -2.0640 -0.0400 1.106 0.524 1.783
H -3.3661 0.8091 0.7433 -0.780 -0.225 -0.087
H -3.0366 1.5944 -1.7505 1.566 0.032 1.032
H 1.1040 2.5060 -1.7262 -1.432 -0.107 0.360
H 0.2827 -3.3068 1.3790 -0.692 -0.760 0.162
H -1.3822 1.0068 2.1504 0.263 -0.622 2.473
H 0.8645 -0.5499 0.5335 0.175 -0.292 -1.140
H 2.7937 -3.0055 0.4445 -1.074 0.686 -0.349
H 3.1059 -1.2917 0.3884 -0.695 -0.712 -0.909
H -0.2042 3.6900 -1.8627 0.066 1.134 0.600
H -0.1875 2.4772 -2.9444 -0.217 -0.767 0.692
H 2.5436 -2.2072 -1.1050 0.124 0.332 -0.124
H 1.1446 -2.2432 2.3806 -0.045 0.407 -0.150
H 0.4260 -1.9177 -0.5367 -2.645 -0.549 -2.701
H -0.4838 -1.7884 1.9312 -1.195 0.277 0.351
```
Forces are in eV/Å.

Output
Electronic energy ... -10464.841 eV
Energy relative to the best compared isomer or geometry (same formula, charge and spin) ... 35.19 kcal/mol
Structure (SMILES) ... Cc1c[nH]cn1.CCC
Lowest unoccupied orbital energy ... 0.9 eV
E_HOMO ... -0.322 Ha
Gap between HOMO and LUMO ... 0.3547 hartree